(1)
Formula: C2H6S5
Source: the OMol25 dataset
Level of theory: ωB97M-V with the def2-TZVPD basis set

## Properties
- Energy relative to the best compared isomer or geometry (same formula, charge and spin): 7.1 kcal/mol
- Total energy: -2070.657801 hartree
- Lowest unoccupied orbital energy: -0.43 eV
- Highest occupied orbital energy: -8.92 eV
- Orbital gap: 8.50 eV
- SMILES string: SC(S)S.S=CS
- Total charge: 0

Atoms and positions in Å:
H: 2.04151 -0.93041 -1.62050
H: -1.22403 1.23912 -0.93811
S: 0.78070 -1.37732 -2.09983
S: 1.10942 1.80297 0.03761
S: -0.88418 -0.41411 0.77304
H: -1.48773 3.64320 0.82656
H: 1.50458 0.90571 0.95445
C: 0.72654 -2.47422 -0.70086
H: -1.75585 -0.27506 1.83935
C: -0.69092 1.19855 0.03323
S: 1.86699 -2.62673 0.46317
H: -0.23076 -3.02944 -0.57946
S: -1.75628 2.33774 1.01134

---

(2)
Formula: C5H5PS
Source: the OMol25 dataset
Level of theory: ωB97M-V with the def2-TZVPD basis set

## Properties
- Energy relative to the best compared isomer or geometry (same formula, charge and spin): 133.7 kcal/mol
- Total energy: -932.784436 hartree
- Lowest unoccupied orbital energy (alpha / beta): -1.20 / -1.21 eV
- Highest occupied orbital energy (alpha / beta): -7.94 / -7.93 eV
- Orbital gap (alpha / beta): 6.73 / 6.73 eV
- Total charge: 0

Atoms and positions in Å:
S: -2.11865 -0.34862 0.98774
H: -2.85657 1.46970 0.00049
H: -1.39414 2.80886 -0.83795
C: 0.40360 1.73647 -0.44479
C: -1.98112 0.92463 -0.08448
C: -0.93031 1.83773 -0.51731
H: -0.46492 -1.77271 1.97821
H: 2.35558 -0.05174 -1.31577
H: 2.06678 -1.87770 -0.97916
C: -0.63017 -1.46064 0.89435
P: 0.62610 -0.29655 0.06639
C: 1.75120 -0.92745 -0.86904

---

(3)
Formula: C27H42BN9O8SSe3TeY
Source: the OMol25 dataset
Level of theory: ωB97M-V with the def2-TZVPD basis set

## Properties
- Energy relative to the best compared isomer or geometry (same formula, charge and spin): 20.7 kcal/mol
- Total energy: -10082.800589 hartree
- Lowest unoccupied orbital energy: 2.15 eV
- Highest occupied orbital energy: -3.93 eV
- Orbital gap: 6.08 eV
- Total charge: -1

Atoms and positions in Å:
H: -1.76151 -4.37603 -2.58016
H: -4.26195 -1.78159 -1.92394
S: -0.46357 -0.91803 4.09896
H: 2.52211 -1.98937 0.79375
N: 0.25742 2.80589 0.87904
N: 3.72784 -4.08376 -1.33662
H: -2.65958 -5.15554 -1.25994
H: -2.32703 0.00173 2.24315
C: 3.25312 -1.91610 -2.46109
H: -2.87701 -3.59094 2.24992
N: 0.81665 0.17974 2.11721
O: 2.85987 0.95874 -2.24946
C: -0.61518 5.03615 0.94582
C: -0.73566 3.67399 0.71982
H: 0.82954 -3.02713 -0.45870
H: 3.83225 -3.81658 -3.39695
O: 4.63550 1.35633 -1.07119
C: -3.86493 -1.70651 0.63680
H: 2.08386 -4.93394 -2.29192
C: 4.05317 -3.24393 -2.49291
C: 3.47548 -1.67091 4.75012
C: -2.52683 1.58741 -1.74151
H: -4.84509 -2.12666 0.39992
H: -2.70927 3.55966 -1.25674
C: 3.19060 -2.01199 -0.06696
C: 1.64007 4.62643 1.59174
H: 2.62859 -1.78036 -3.34110
N: 3.44400 1.15726 -1.16667
C: -1.98385 -4.33365 -1.51173
O: -2.69048 5.49849 -0.11339
H: -3.65872 -2.98633 -3.06261
N: 2.36051 -1.87322 -1.27734
C: -3.87266 -2.79590 -2.00902
H: 5.08429 -3.12028 -0.08644
H: 4.14722 -2.16845 5.43880
Se: 1.00058 1.09334 -5.31328
O: -1.64777 -1.98098 -1.63279
H: -3.47628 3.09456 -2.68377
H: -1.04724 -4.47199 -0.96692
O: -1.80860 1.23134 -0.78202
C: -2.84157 -3.90478 1.20425
H: 3.84860 -1.14650 0.00557
C: -2.59605 -2.97136 -1.20580
H: -2.97170 1.13978 -3.65188
H: 5.12852 -3.05126 -2.48299
C: 0.61096 5.52190 1.38026
C: 3.98932 -0.97091 3.65587
O: -4.20576 7.42221 1.41040
H: 5.06137 -0.92564 3.50516
H: -3.85159 -1.48657 1.70871
H: 2.04301 -5.00772 -0.53145
N: -1.84858 7.12257 1.18974
C: 1.26917 -1.08297 4.07035
H: -1.98217 -4.56241 1.07954
C: 2.29170 -4.36692 -1.38111
C: 2.10865 -1.72841 4.96880
Y: 0.66015 0.54338 -1.16530
H: 3.92636 -1.06338 -2.41131
H: 3.53250 0.20607 1.89951
C: -3.00083 7.95112 0.91150
N: -1.50894 0.57831 2.12640
Se: 0.09075 -0.47642 -3.78788
H: -4.64328 -3.50190 -1.68328
C: 1.46951 -3.05251 -1.34072
H: 1.70919 -2.25979 5.82493
H: -3.74045 -0.77122 0.08473
H: -2.23549 -0.09064 -2.78379
Se: 0.41710 3.30653 -2.28464
N: -3.12736 2.80444 -1.78469
C: -0.36797 0.02032 2.61174
H: 0.77711 6.58478 1.51434
H: -3.75241 -4.47069 0.98293
H: -1.44563 0.91985 1.17157
C: 1.42217 3.28153 1.32621
H: -2.85015 8.91453 1.38994
H: -3.05708 8.08720 -0.16782
H: -1.67767 3.25529 0.39673
H: -1.27361 7.32065 1.98939
Te: -0.30630 3.14179 -4.66185
H: 2.61535 4.95580 1.92179
O: -1.49705 -2.00110 0.62434
H: 3.78024 -3.96573 0.74298
C: 4.01251 -3.32913 -0.11395
C: -2.72887 -2.67686 0.31696
C: 3.15093 -0.33375 2.75656
H: 0.83140 -2.93793 -2.21562
N: -2.83799 0.72714 -2.74069
H: 2.21087 2.55529 1.46363
C: 1.77006 -0.40129 2.95071
H: -4.35478 6.60275 0.91882
O: 2.69756 1.11692 -0.11791
B: -0.94379 -1.43134 -0.54303
C: -1.78744 5.88810 0.62145

---

(4)
Formula: C10H10BrNO3Os
Source: the OMol25 dataset
Level of theory: ωB97M-V with the def2-TZVPD basis set

## Properties
- Energy relative to the best compared isomer or geometry (same formula, charge and spin): 26.3 kcal/mol
- Total energy: -3331.881694 hartree
- Lowest unoccupied orbital energy (alpha / beta): -0.79 / -2.90 eV
- Highest occupied orbital energy (alpha / beta): -7.27 / -7.48 eV
- Spin multiplicity: 5
- Orbital gap (alpha / beta): 6.48 / 4.57 eV
- Total charge: 0
- ⟨S²⟩: 6.04

Atoms and positions in Å:
H: 2.09202 1.00705 1.12177
Br: -2.28141 0.99277 -0.78206
H: 2.32595 2.58334 -2.15504
C: 1.13009 0.60480 1.46568
H: -0.23039 2.37903 1.34365
C: -0.12743 1.31119 1.54840
C: -0.48560 -0.92745 2.10218
C: -0.46234 0.96747 -3.15226
H: -2.19531 0.47382 2.19310
C: 0.54573 -0.03937 -3.31977
O: -0.94355 -4.53091 4.47981
C: -1.14691 0.32997 1.93886
H: 0.40970 -1.00961 -3.80685
H: -0.93063 -1.85816 2.46651
O: 0.32616 -1.27302 -0.89565
O: -2.93917 -3.59949 4.35203
C: 0.88820 -0.74409 1.83756
H: -1.48825 0.93580 -3.51092
C: 1.56137 1.87184 -2.48761
C: 1.79387 0.52343 -2.91795
Os: -0.30877 -0.08961 0.12150
H: -0.35150 3.08186 -2.46787
H: 2.76750 0.02734 -2.98432
C: 0.16748 2.13608 -2.62583
H: 1.61043 -1.55837 1.85791
N: -1.72726 -3.59570 4.27720

---

- The lowest energy relative to the best compared isomer or geometry (same formula, charge and spin) belongs to which entry?
  C2H6S5

---

- What is the formula in the third record?
  C27H42BN9O8SSe3TeY

---

Copy entry 1 word for word.
Formula: C2H6S5
Source: the OMol25 dataset
Level of theory: ωB97M-V with the def2-TZVPD basis set

## Properties
- Energy relative to the best compared isomer or geometry (same formula, charge and spin): 7.1 kcal/mol
- Total energy: -2070.657801 hartree
- Lowest unoccupied orbital energy: -0.43 eV
- Highest occupied orbital energy: -8.92 eV
- Orbital gap: 8.50 eV
- SMILES string: SC(S)S.S=CS
- Total charge: 0

Atoms and positions in Å:
H: 2.04151 -0.93041 -1.62050
H: -1.22403 1.23912 -0.93811
S: 0.78070 -1.37732 -2.09983
S: 1.10942 1.80297 0.03761
S: -0.88418 -0.41411 0.77304
H: -1.48773 3.64320 0.82656
H: 1.50458 0.90571 0.95445
C: 0.72654 -2.47422 -0.70086
H: -1.75585 -0.27506 1.83935
C: -0.69092 1.19855 0.03323
S: 1.86699 -2.62673 0.46317
H: -0.23076 -3.02944 -0.57946
S: -1.75628 2.33774 1.01134